No. 1
Formula: C32H89N7O11
Source: the OMol25 dataset
Level of theory: wB97M-V/def2-TZVPD

```
139
Properties=species:S:1:pos:R:3:forces:R:3
C 0.119136 -4.570383 -1.555620 -0.75 -0.15 1.39
C -0.175243 -4.360450 -0.043529 -0.81 -0.57 -1.43
C 1.042494 -4.547872 0.743459 2.26 0.76 0.68
O 0.698304 -4.636113 2.085012 0.14 0.25 1.74
C 1.791621 -4.351159 3.002982 -1.55 -0.39 -1.51
N -0.660321 -2.987469 0.179468 -1.34 0.24 1.00
H 0.333390 -5.628810 -1.692034 -0.03 -0.02 -0.29
H 1.003791 -4.005235 -1.767810 0.45 0.37 -0.56
H -0.732403 -4.261381 -2.178692 0.31 -0.08 0.15
H -0.845740 -5.143882 0.333340 -0.50 0.29 -0.23
H 1.643919 -3.637570 0.603849 0.27 -0.03 -0.18
H 1.696600 -5.399528 0.518609 -0.33 -0.11 -0.65
H 2.649580 -4.952144 2.757970 0.44 -0.46 0.05
H 1.361815 -4.588879 3.948644 0.14 -0.15 0.86
H 2.062065 -3.314607 2.947192 0.15 0.66 -0.03
H -1.581639 -2.874534 -0.264872 0.41 -0.17 0.09
H -0.883957 -2.828736 1.191777 0.20 -0.63 -0.87
C 0.031277 -4.606000 -5.389446 0.95 -0.47 0.32
C 1.044797 -3.604413 -5.907085 0.13 0.65 0.10
C 0.838297 -2.227355 -5.348266 -1.35 1.56 0.59
O -0.417895 -1.691911 -5.829998 0.26 -0.78 0.00
C -0.669121 -0.322072 -5.637786 0.30 0.47 0.85
N 2.401467 -4.004102 -5.511270 -1.02 -0.24 0.51
H -0.981612 -4.347250 -5.604347 -0.61 0.39 -0.39
H 0.109603 -4.709305 -4.300342 0.18 -0.12 -0.21
H 0.261141 -5.557940 -5.884151 -0.23 -0.07 0.31
H 0.868231 -3.477298 -6.968507 0.31 -0.33 -0.63
H 1.575356 -1.486046 -5.648822 0.70 -0.22 -0.19
H 0.867845 -2.278797 -4.248993 -0.21 0.13 0.00
H 0.120019 0.351710 -6.019194 0.04 -0.43 -0.11
H -0.815000 -0.060337 -4.572674 0.18 -0.23 -0.28
H -1.600055 -0.065071 -6.133221 -0.06 -0.21 -0.18
H 2.552666 -4.985682 -5.652772 0.28 -0.20 -0.21
H 3.142909 -3.439176 -5.868884 0.27 0.17 -0.47
C -0.917951 5.050693 3.831179 -0.43 -0.02 0.01
C -2.082310 4.139619 3.537802 0.39 -1.86 -0.14
C -1.996176 3.465006 2.159699 -0.21 -0.22 1.07
O -2.056096 4.480922 1.238803 -0.85 1.19 -0.73
C -1.827536 4.057075 -0.055811 1.62 0.35 -0.86
N -2.199235 3.122967 4.610300 -0.28 0.34 -0.35
H -1.200773 5.583952 4.740838 0.57 0.01 0.08
H -0.760461 5.767904 3.027174 0.05 -0.01 -0.03
H -0.028551 4.425199 3.958766 0.10 0.27 0.21
H -3.001062 4.679455 3.508518 -0.73 0.67 0.15
H -2.855763 2.780941 2.020872 0.38 -0.06 0.13
H -1.054809 2.917903 2.027226 0.10 -0.31 0.22
H -1.984452 4.901357 -0.738617 -0.37 -0.32 0.11
H -2.325794 3.142768 -0.382959 -0.60 0.10 0.18
H -0.751123 3.833474 -0.131609 0.12 -0.19 -0.23
H -2.981204 2.514890 4.374015 0.04 0.04 0.15
H -1.406630 2.493642 4.560310 0.21 -0.06 -0.01
C 1.736698 -1.156989 4.925750 0.32 -0.50 0.25
C 0.661331 -0.133907 5.272346 -0.36 0.29 0.89
C 1.237272 1.281606 5.379361 0.24 -0.33 -0.08
O 2.314179 1.362576 6.307059 -0.13 0.33 -0.40
C 1.879133 1.700661 7.608043 -0.93 -0.67 0.13
N -0.427414 -0.033290 4.292190 0.17 -0.74 -0.35
H 1.345134 -2.142460 5.214178 0.34 0.05 -0.12
H 2.692014 -0.973046 5.447414 -0.55 -0.06 0.12
H 2.007849 -1.208595 3.866085 -0.38 0.31 -0.05
H 0.211313 -0.414676 6.262650 0.33 0.24 -0.76
H 0.465564 2.006583 5.652972 -0.10 -0.08 -0.08
H 1.587573 1.510884 4.357387 0.27 0.27 0.43
H 1.344798 2.667307 7.648162 0.35 -0.16 -0.15
H 2.754860 1.717287 8.254034 -0.08 0.03 -0.01
H 1.147896 0.930678 7.975967 0.62 0.52 -0.05
H -0.889650 -0.943352 4.164652 0.58 0.14 0.29
H 0.019331 0.087842 3.381068 -0.11 0.12 -0.10
C 2.539788 3.265184 1.575590 -0.26 0.90 0.56
C 3.136908 4.576500 1.037767 -0.33 -0.59 -0.70
C 2.363739 5.168900 -0.158272 -0.47 0.26 1.27
O 2.267591 4.203209 -1.156735 -0.27 0.21 -1.75
C 1.564448 4.713801 -2.330565 -0.61 -1.11 1.66
N 3.231626 5.498220 2.135349 0.50 0.61 0.61
H 1.525626 3.482750 1.979438 0.43 -0.27 -0.18
H 3.193795 2.974692 2.399369 -0.20 -0.17 0.11
H 2.484666 2.442454 0.877567 0.01 0.02 -0.39
H 4.142864 4.322208 0.686357 0.08 0.22 -0.02
H 2.903403 6.100787 -0.483001 -0.57 -0.59 0.02
H 1.322003 5.419682 0.220701 0.90 0.13 -0.42
H 1.341421 3.870116 -2.996651 0.35 0.21 0.18
H 2.122015 5.484618 -2.828875 0.35 0.39 -0.25
H 0.595967 5.099083 -1.963344 0.27 0.13 -0.35
H 3.504783 6.447007 1.908753 0.08 -0.20 -0.28
H 2.414622 5.561206 2.719515 -0.34 -0.24 -0.05
C -3.522849 1.153743 -2.761078 -0.62 0.27 -1.27
C -4.028308 -0.280454 -2.809530 0.70 0.00 0.86
C -5.279123 -0.329388 -3.642469 0.41 -0.92 -0.83
O -6.200449 0.523482 -3.095980 -1.60 1.64 0.19
C -7.446234 0.661518 -3.792803 0.14 -1.20 0.69
N -3.014192 -1.154506 -3.434133 -0.22 0.08 0.52
H -2.625317 1.298409 -2.177096 0.20 -0.10 0.32
H -4.360508 1.777446 -2.401458 0.65 -0.09 -0.05
H -3.300733 1.439883 -3.812986 -0.01 0.10 0.56
H -4.316659 -0.496200 -1.749641 0.23 -0.48 -0.55
H -5.686634 -1.357556 -3.615778 0.16 0.05 -0.40
H -4.994978 -0.038904 -4.673824 -0.22 -0.26 0.17
H -7.467557 1.332204 -4.674546 0.33 -0.12 0.64
H -8.186035 0.895737 -3.021438 0.15 0.66 -0.31
H -7.760473 -0.340023 -4.099056 0.04 -0.08 -0.46
H -2.103183 -1.004904 -3.012374 0.05 0.12 0.02
H -3.195190 -2.153109 -3.350828 -0.30 0.28 0.02
C 4.259359 -2.499864 -0.310112 -0.50 -0.39 -1.49
C 3.346425 -2.347275 -1.578201 1.03 0.67 0.48
C 3.744618 -1.085627 -2.357467 0.91 -0.60 0.07
O 3.728845 0.035538 -1.534025 -0.49 0.53 0.72
C 3.962778 1.260510 -2.181822 0.73 -0.27 -0.41
N 3.504879 -3.526135 -2.411576 -0.33 -0.54 0.59
H 5.239237 -2.687091 -0.754661 0.36 0.08 0.43
H 3.977770 -3.401034 0.261154 0.02 0.54 -0.09
H 4.275493 -1.580245 0.273418 -0.04 -0.23 0.08
H 2.346163 -2.125758 -1.228181 -0.70 -0.67 -0.12
H 3.122458 -0.964725 -3.250187 -0.18 0.05 -0.02
H 4.780947 -1.250965 -2.664144 0.24 -0.03 -0.49
H 3.274623 1.415060 -3.018410 -0.21 0.07 0.05
H 4.984931 1.268130 -2.603672 -0.19 0.08 0.08
H 3.879121 2.066074 -1.457551 -0.16 -0.01 0.01
H 3.016596 -3.615270 -3.293963 -0.06 0.37 0.00
H 4.453691 -3.881010 -2.480151 -0.26 0.34 0.07
C -3.662060 -1.874420 2.547388 0.14 -0.72 0.62
C -4.084100 -0.680240 3.400363 0.50 0.41 -0.93
O -3.079523 0.339085 3.379240 -0.97 -0.61 -0.30
O -2.375463 -2.315250 3.013795 0.54 0.48 -1.58
H -3.535670 -1.656545 1.476352 -0.03 0.22 0.44
H -4.353448 -2.737117 2.640968 -0.03 0.61 -0.08
H -4.218991 -1.006422 4.427072 -0.34 -0.19 0.28
H -5.006704 -0.255459 2.999849 0.00 0.04 0.22
H -2.267766 -0.091604 3.679996 0.08 0.65 0.05
H -2.415955 -2.629283 3.898999 -0.39 -0.56 1.10
C 0.598133 0.375246 -1.085904 -0.76 -1.07 1.55
C 0.057968 0.473584 0.355916 -0.78 0.94 -1.43
O 0.545557 -0.515649 1.198500 0.43 -0.52 0.88
O 0.040813 -0.806581 -1.717205 0.19 0.96 -0.81
H 1.687560 0.312346 -1.034995 -0.13 -0.12 -0.12
H 0.329977 1.310364 -1.576051 -0.31 -0.22 -0.57
H -1.064308 0.458794 0.337320 0.62 0.04 -0.09
H 0.344300 1.478020 0.698776 0.07 -0.39 0.43
H 0.185067 -1.386741 0.946336 0.27 0.46 -0.22
H -0.301461 -1.447315 -1.074917 0.48 0.17 0.26
```
Forces are in eV/Å.

Calculated values
Gap between HOMO and LUMO in eV: 9.06
Molar mass in g/mol: 748.102
F_max in Eh/bohr: 0.0482
HOMO energy in eV: -8.678



No. 2
Formula: C32H90N2O12
Source: the OMol25 dataset
Level of theory: wB97M-V/def2-TZVPD

```
136
Properties=species:S:1:pos:R:3:forces:R:3
C 2.625476 -1.681200 4.769517 -1.98 0.46 -0.22
C 1.493828 -2.519700 5.333489 -1.65 0.09 2.10
C 0.104087 -2.438966 4.665499 -0.32 -0.62 -1.35
O -0.866715 -3.047663 5.511988 0.53 0.34 0.65
C -2.203339 -3.074821 5.034722 0.62 0.86 0.99
N 1.968152 -3.838334 5.624058 1.04 -0.23 -0.44
H 2.213902 -0.818567 4.246902 0.11 0.18 -0.13
H 3.171906 -2.276009 4.091256 0.89 -0.57 -0.83
H 3.224212 -1.331490 5.573057 0.78 0.16 0.56
H 1.212027 -2.167981 6.334755 0.30 0.60 -0.03
H 0.069752 -3.005133 3.667276 0.20 0.91 0.88
H -0.162198 -1.369211 4.533840 0.10 -0.38 -0.29
H -2.203115 -3.737948 4.200659 -0.66 -0.45 -0.89
H -2.592553 -2.066065 4.798650 0.31 -0.28 -0.29
H -2.825412 -3.425697 5.866840 0.21 -0.26 -0.32
H 1.483384 -4.399676 6.282224 -0.85 0.12 0.76
H 1.965884 -4.363559 4.790283 0.42 -0.94 -1.25
C -3.632680 0.575149 -5.170505 0.59 -0.96 -0.22
C -3.824278 1.561655 -4.079465 -0.42 -1.23 2.81
C -2.870649 1.149844 -2.971643 -0.37 0.42 0.54
O -3.094387 1.930059 -1.805503 -0.29 -0.04 -0.66
C -2.049391 1.679500 -0.960647 2.58 0.69 1.95
N -3.608679 2.944201 -4.365333 0.69 0.11 -1.31
H -2.572064 0.546527 -5.474141 -0.46 0.34 -0.40
H -4.320729 0.821016 -5.958021 0.02 -0.22 -0.84
H -3.821254 -0.463320 -4.806490 -0.25 0.84 -0.20
H -4.811214 1.406292 -3.611149 -0.18 -0.07 -0.34
H -1.862215 1.349864 -3.293434 0.73 0.04 -0.41
H -2.917802 0.113989 -2.622361 -0.31 -0.28 -0.65
H -2.127203 2.301365 -0.050627 -0.05 0.03 -0.59
H -1.016439 1.865331 -1.434470 -1.31 0.04 0.34
H -1.937521 0.666919 -0.530436 -0.64 -0.19 -0.59
H -4.288641 3.283612 -5.021679 -0.21 0.22 -0.20
H -3.660552 3.483327 -3.530869 -0.15 0.34 0.71
C -2.314786 6.320205 -1.530218 -1.40 -0.23 -0.47
C -1.203433 6.289076 -2.511329 1.53 -1.60 -1.53
C -0.349014 4.999782 -2.335136 0.33 0.70 1.71
O -1.644263 6.335657 -3.895023 1.59 2.02 0.99
H -2.890619 7.214261 -1.751590 -0.33 0.08 0.41
H -1.987763 6.282108 -0.518047 0.55 0.48 0.83
H -2.980486 5.437480 -1.568645 0.21 0.24 -0.51
H -0.551463 7.169424 -2.407032 -0.29 -0.21 0.01
H 0.691164 5.045248 -2.648250 -0.14 0.21 -0.93
H -0.852233 4.113593 -2.703341 -0.11 -0.09 -0.23
H -0.174973 4.857004 -1.250381 -0.47 -0.14 -0.16
H -2.314054 5.715931 -4.055087 -1.44 -1.59 -0.13
C 3.057318 -4.670384 -0.133012 -0.52 1.33 1.48
C 2.512981 -4.549718 1.344003 0.43 -0.74 -1.06
C 1.209935 -5.256020 1.431044 -1.43 -0.54 -1.02
O 3.384729 -5.177543 2.290614 -1.04 -0.03 -0.16
H 4.066463 -4.282367 -0.231733 0.20 0.04 0.05
H 2.395632 -4.017198 -0.687171 0.06 0.18 -0.40
H 3.008787 -5.656434 -0.562000 -0.08 -0.54 0.22
H 2.261342 -3.515984 1.628599 0.77 0.16 -0.24
H 1.323670 -6.335839 1.230250 -0.16 0.45 -0.03
H 0.435927 -4.794171 0.763932 0.85 -0.49 0.02
H 0.750822 -5.131143 2.382755 -0.10 -0.09 1.18
H 4.187837 -4.684919 2.281126 1.07 0.46 0.13
C 2.455275 6.082308 0.536792 1.04 1.47 -0.91
C 3.351496 4.936972 0.873057 0.27 -0.57 0.89
C 3.327312 3.862196 -0.181406 0.81 0.27 -0.84
O 4.682633 5.443343 1.158734 -0.93 -0.34 -0.52
H 2.518987 6.763085 1.373501 -0.04 0.58 0.06
H 1.444228 5.797505 0.457197 -1.28 -0.48 -0.26
H 2.745739 6.632334 -0.434678 -0.27 -0.85 1.36
H 2.985696 4.475468 1.809091 0.24 0.30 -0.15
H 3.747394 4.329639 -1.117790 -0.18 -0.75 0.68
H 2.274510 3.627529 -0.403923 0.40 -0.33 0.17
H 3.931125 2.979603 0.149346 -0.64 0.60 -0.57
H 4.722460 6.205455 0.571085 0.56 0.10 0.11
C 0.710843 0.789551 1.111438 0.10 0.30 -0.36
C 0.730872 -0.689259 1.025150 1.16 -1.81 0.00
C -0.632889 -1.346252 1.177973 0.59 0.67 1.19
O 1.379656 -1.132532 -0.211405 -0.32 0.50 0.03
H 0.293903 1.125037 0.167022 0.08 0.51 -0.13
H 1.736026 1.139237 1.250729 -0.17 0.36 -0.10
H 0.059400 1.130189 1.907024 0.03 0.15 0.27
H 1.415381 -1.108127 1.774196 -0.35 0.19 0.51
H -0.549083 -2.383939 1.449166 0.09 -0.60 -0.32
H -1.229895 -1.230543 0.298307 -0.46 0.13 -0.33
H -1.113212 -0.887605 2.068923 0.01 -0.04 -0.68
H 2.254789 -0.679760 -0.330550 -0.50 -0.30 0.15
C 6.317073 -0.175613 -1.085552 -1.88 0.98 -1.33
C 5.066384 -0.960291 -0.767016 -0.89 1.19 0.08
C 5.114103 -1.560251 0.583730 0.75 -0.48 0.91
O 3.904130 -0.072202 -0.737047 0.67 0.01 -0.23
H 6.169808 0.377129 -2.026137 -0.07 -0.10 0.20
H 7.093614 -0.828158 -1.305181 1.79 -1.16 0.12
H 6.517371 0.556581 -0.333597 0.40 0.24 0.68
H 4.894391 -1.741629 -1.498333 -0.09 -0.12 -0.42
H 5.715524 -2.461442 0.556885 0.27 -0.27 0.07
H 4.128000 -1.855902 0.899841 -0.45 -0.02 0.26
H 5.584130 -0.886380 1.315182 -0.38 -0.09 -0.14
H 3.998707 0.531330 -1.502164 -0.17 -0.28 0.11
C -6.496312 -2.606122 1.932914 -0.16 -0.01 0.02
C -6.043984 -1.631530 0.854329 -1.71 -0.47 -0.78
C -5.032490 -0.632116 1.332707 0.11 0.05 -0.54
O -5.619513 -2.393288 -0.292659 -0.20 0.61 0.69
H -5.649133 -3.165627 2.325943 0.14 -0.04 0.04
H -7.198162 -3.317203 1.504914 0.01 -0.11 -0.11
H -7.017337 -2.127808 2.765946 0.15 0.20 -0.03
H -6.952809 -1.065386 0.488262 0.79 -0.41 0.50
H -5.476469 -0.087348 2.162370 0.10 0.23 0.11
H -4.838540 0.032922 0.483783 0.23 0.20 0.29
H -4.103949 -1.112505 1.647552 0.05 -0.03 0.03
H -4.672891 -2.256249 -0.379087 0.55 -0.26 -0.25
C 2.065360 -0.280573 -3.579884 -0.33 -1.33 -1.36
C 2.717280 1.042837 -3.773348 0.28 1.01 -0.71
C 1.947325 2.196186 -3.088451 1.54 -1.03 -0.02
O 4.066568 0.975651 -3.246552 -0.55 -0.52 0.04
H 2.058999 -0.656151 -2.600186 0.41 -0.11 1.69
H 2.538836 -1.083514 -4.190323 -0.27 0.65 0.18
H 0.997962 -0.265998 -3.807540 0.03 0.28 -0.46
H 2.817589 1.204821 -4.881061 -0.22 0.16 0.88
H 2.525117 3.115632 -3.133208 0.07 0.11 0.03
H 1.802728 1.911131 -2.042785 -0.23 0.17 -0.06
H 1.038380 2.350360 -3.604085 -1.22 0.19 -0.32
H 4.552576 1.714820 -3.595476 0.31 0.50 -0.16
C 0.263196 -3.789425 -2.454317 2.70 1.44 1.15
O -0.240186 -2.957268 -1.398529 -1.94 -1.71 -1.28
H 1.072318 -4.400313 -2.018907 -0.28 -0.05 -0.33
H -0.446743 -4.468662 -2.825243 -1.30 -0.38 -0.54
H 0.772748 -3.167925 -3.232570 -0.79 -0.51 0.21
H 0.402452 -2.333466 -1.114862 1.45 1.20 0.51
C -2.954710 -4.290150 -0.448442 0.91 -1.58 0.31
O -2.868316 -2.918257 -0.501997 0.68 1.97 -1.26
H -3.508519 -4.820243 -1.208604 -0.31 0.41 -1.08
H -1.922040 -4.689256 -0.492975 -0.53 -0.27 0.53
H -3.519591 -4.584536 0.428539 0.41 0.02 0.65
H -2.047383 -2.664331 -1.029439 -1.15 -0.64 0.88
C -3.460898 2.760187 3.325391 0.19 0.54 -0.79
O -3.337150 2.245550 1.981035 -0.09 0.62 0.63
H -2.568409 3.428927 3.467712 -0.97 -0.74 0.25
H -4.407522 3.330648 3.490093 0.69 -0.22 -0.33
H -3.494669 1.902244 3.985661 0.39 0.11 0.60
H -3.794688 1.407369 1.981220 -0.20 -0.30 -0.31
```
Forces are in eV/Å.

Calculated values
Gap between HOMO and LUMO in eV: 9.41
Molar mass in g/mol: 695.074
F_max in Eh/bohr: 0.0643
HOMO energy in eV: -9.022